Entry from OMol25: a cluster of 2 separate species, C26H41F7INO2 in total in a non-equilibrium geometry (ωB97M-V/def2-TZVPD).

Computed properties:
DFT total energy = -2216.59986 Ha
F_max = 0.1903 hartree/bohr
lowest unoccupied orbital energy = -0.22 eV
Kohn-Sham gap = 8.00 eV
charge = 0
SMILES = C#CCCC[C@@H](O[C@H](CC)[C@H](O[C@H](I)C#C)[C@@H](C)CC)C(F)(F)C(F)(F)C(F)(F)F.CCN(CC)CC

Last column: Mulliken charge in e.
Cartesian coordinates (Å):
C (4.90, 3.92, 2.40)  -0.444
C (5.17, 3.11, 1.26)  -0.231
C (5.25, 2.12, -0.08)  -0.387
C (3.79, 2.20, -0.89)  0.011
C (3.81, 1.07, -2.10)  -0.981
C (2.26, 0.57, -2.51)  0.443
O (1.54, 1.78, -2.92)  -0.326
C (0.08, 1.65, -2.72)  0.513
C (-0.60, 2.55, -3.96)  -0.574
C (-1.82, 1.78, -4.73)  -1.045
C (-0.48, 2.23, -1.31)  -0.790
O (0.63, 2.89, -0.62)  -0.234
C (0.37, 4.31, -0.34)  -0.182
I (-1.33, 4.71, 0.97)  0.108
C (0.28, 5.26, -1.72)  0.099
C (0.25, 6.10, -2.86)  -0.610
C (-1.13, 1.15, -0.27)  0.199
C (-2.00, -0.07, -0.95)  -1.029
C (-0.06, 0.49, 0.81)  0.091
C (-0.34, -1.08, 1.18)  -0.878
C (2.25, -0.66, -3.58)  0.770
F (1.11, -1.63, -3.37)  -0.317
F (3.49, -1.50, -3.36)  -0.335
C (2.21, -0.24, -5.16)  0.547
F (0.87, 0.29, -5.62)  -0.232
F (2.39, -1.52, -5.94)  -0.309
C (3.42, 0.75, -5.66)  0.567
F (3.23, 2.18, -5.35)  -0.190
F (3.42, 0.66, -7.17)  -0.274
F (4.78, 0.36, -5.24)  -0.216
H (4.44, 4.70, 3.18)  0.318
H (5.32, 1.01, 0.36)  0.305
H (6.16, 2.39, -0.76)  0.336
H (3.70, 3.30, -1.27)  0.289
H (2.98, 1.88, -0.11)  -0.059
H (4.48, 0.19, -1.71)  0.392
H (4.32, 1.57, -3.03)  0.228
H (1.81, 0.15, -1.51)  -0.212
H (-0.19, 0.54, -2.97)  0.348
H (-0.93, 3.62, -3.62)  0.291
H (0.26, 2.71, -4.77)  0.183
H (-1.49, 1.64, -5.87)  0.250
H (-2.06, 0.73, -4.28)  0.282
H (-2.78, 2.49, -4.79)  0.295
H (-1.36, 3.00, -1.57)  0.672
H (1.34, 4.72, 0.23)  0.475
H (0.53, 6.58, -3.90)  0.332
H (-1.91, 1.75, 0.40)  0.157
H (-1.23, -0.84, -1.45)  0.132
H (-2.59, 0.39, -1.88)  0.269
H (-2.72, -0.63, -0.22)  0.312
H (-0.17, 1.11, 1.82)  0.270
H (1.06, 0.58, 0.49)  -0.210
H (0.46, -1.37, 2.01)  0.392
H (-0.18, -1.84, 0.30)  0.181
H (-1.40, -1.22, 1.72)  -0.009
C (-3.80, -1.54, 4.19)  -1.136
C (-3.83, -3.05, 4.02)  -0.473
N (-2.52, -3.70, 4.13)  0.215
C (-2.52, -5.09, 3.67)  -0.676
C (-3.36, -6.09, 4.46)  -0.975
C (-1.77, -3.44, 5.36)  -0.742
C (-2.44, -3.81, 6.68)  -0.986
H (-3.09, -1.08, 3.49)  0.075
H (-4.79, -1.11, 3.99)  0.430
H (-3.52, -1.25, 5.21)  0.310
H (-4.24, -3.25, 3.02)  0.419
H (-4.55, -3.47, 4.73)  0.311
H (-1.49, -5.46, 3.63)  0.355
H (-2.86, -5.11, 2.63)  0.379
H (-2.90, -6.34, 5.42)  0.216
H (-3.45, -7.02, 3.89)  0.399
H (-4.38, -5.73, 4.65)  0.269
H (-1.52, -2.37, 5.39)  0.360
H (-0.80, -3.94, 5.30)  0.387
H (-3.48, -3.49, 6.73)  0.244
H (-1.90, -3.32, 7.51)  0.377
H (-2.39, -4.89, 6.87)  0.263

***

Entry from OMol25: a cluster of 3 separate species, C5H12O3 in total (ωB97M-V/def2-TZVPD).

Computed properties:
DFT total energy = -423.37373 Ha
F_max = 0.0176 hartree/bohr
ΔE to the lowest compared entry with this formula, charge and spin = 50.27 kcal per mole
lowest unoccupied orbital energy = 0.32 eV
Kohn-Sham gap = 8.86 eV
charge = 0
SMILES = C=C/C(O)=C/C.O.O

Last column: natural (NBO) charge in e.
Cartesian coordinates (Å):
C (1.14, 0.42, -1.49)  -0.367
C (1.42, 0.04, -0.26)  -0.250
C (0.91, 0.69, 0.97)  0.259
O (0.32, -0.13, 1.89)  -0.686
C (1.01, 2.00, 1.20)  -0.262
C (0.59, 2.62, 2.50)  -0.647
H (0.53, 1.28, -1.73)  0.201
H (1.59, -0.07, -2.36)  0.197
H (2.13, -0.75, -0.03)  0.208
H (0.06, -0.96, 1.49)  0.483
H (1.51, 2.57, 0.44)  0.208
H (0.81, 1.96, 3.34)  0.224
H (1.16, 3.52, 2.71)  0.214
H (-0.49, 2.81, 2.53)  0.218
O (-4.89, 0.28, -2.51)  -0.936
H (-4.64, -0.58, -2.16)  0.467
H (-4.10, 0.82, -2.43)  0.468
O (0.51, -5.60, -1.05)  -0.938
H (0.77, -4.96, -1.73)  0.468
H (-0.35, -5.93, -1.33)  0.469

***

Entry from OMol25: a structure of composition C3H7O5S2 in a non-equilibrium geometry (ωB97M-V/def2-TZVPD).

Computed properties:
DFT total energy = -1291.13463 Ha
F_max = 0.0771 hartree/bohr
ΔE to the lowest compared entry with this formula, charge and spin = 22.39 kcal per mole
lowest unoccupied orbital energy = 3.70 eV
Kohn-Sham gap = 9.59 eV
charge = -1

Last column: natural (NBO) charge in e.
Cartesian coordinates (Å):
C (-1.49, -0.58, -0.80)  -0.657
C (-1.12, 0.64, 1.34)  -0.626
C (-0.53, -0.17, 0.19)  -0.460
O (1.66, -0.11, -1.39)  -0.949
O (3.48, -1.75, -0.62)  -0.957
O (-0.09, 1.56, -1.74)  -1.002
O (1.35, 1.86, 0.18)  -0.974
O (1.97, -0.95, 1.15)  -0.980
S (2.94, -0.59, 0.07)  1.690
S (0.73, 0.89, -0.72)  2.338
H (-1.52, 0.25, -1.58)  0.271
H (-1.12, -1.44, -1.41)  0.208
H (-2.48, -1.01, -0.38)  0.195
H (-2.12, 1.09, 1.15)  0.201
H (-0.38, 1.40, 1.65)  0.250
H (-1.15, -0.08, 2.26)  0.200
H (-0.14, -1.02, 0.63)  0.250

***

Entry from OMol25: a structure of composition CHLiO2Tl in a non-equilibrium geometry (ωB97M-V/def2-TZVPD).

Computed properties:
DFT total energy = -369.08478 Ha
F_max = 0.1195 hartree/bohr
ΔE to the lowest compared entry with this formula, charge and spin = 23.08 kcal per mole
lowest unoccupied orbital energy (spin up / spin down) = -0.58 / -0.69 eV
Kohn-Sham gap (spin up / spin down) = 5.70 / 7.32 eV
multiplicity = 2
charge = 0

Last column: Löwdin spin population.
Cartesian coordinates (Å):
O (1.64, 0.70, 0.66)  0.110
C (0.42, -0.27, -0.17)  0.491
O (-0.83, -0.17, 0.25)  0.220
Tl (-1.92, -0.14, -1.60)  0.124
Li (-0.03, 1.20, 1.27)  0.002
H (0.72, -1.33, -0.41)  0.053

***

Entry from OMol25: a structure of composition C35H52BrMoN3OP2 in a non-equilibrium geometry (ωB97M-V/def2-TZVPD).

Computed properties:
DFT total energy = -4927.63623 Ha
F_max = 0.0592 hartree/bohr
lowest unoccupied orbital energy (spin up / spin down) = -13.74 / -15.07 eV
Kohn-Sham gap (spin up / spin down) = 4.23 / 2.91 eV
multiplicity = 3
charge = +4

Last column: Löwdin spin population.
Cartesian coordinates (Å):
C (1.80, 3.91, -1.42)  -0.001
C (0.94, 3.00, -2.11)  0.002
C (0.99, 3.07, -3.53)  -0.004
C (1.75, 4.07, -4.15)  0.001
N (2.51, 4.93, -3.48)  -0.005
C (2.52, 4.86, -2.15)  0.001
C (0.16, 2.04, -1.34)  0.016
C (-0.62, 1.95, -0.26)  -0.045
C (-1.81, 2.37, 0.38)  0.208
C (-2.52, 1.46, 1.25)  0.036
C (-3.87, 1.25, 0.97)  0.053
C (-4.41, 2.03, -0.05)  0.178
C (-3.87, 3.28, -0.39)  0.048
C (-2.51, 3.49, -0.18)  0.014
Mo (-0.45, -0.13, -0.68)  1.247
P (1.79, -0.52, -1.31)  0.024
H (0.50, 2.35, -4.18)  0.000
H (1.95, 3.86, -0.35)  0.000
H (1.75, 4.20, -5.24)  0.000
H (3.15, 5.61, -1.64)  0.000
H (-1.95, 4.38, -0.50)  0.000
H (-2.06, 0.94, 2.10)  0.001
H (-4.51, 4.04, -0.84)  0.000
H (-4.45, 0.50, 1.48)  0.000
C (2.48, -2.19, -1.09)  0.003
C (3.77, -2.55, -1.84)  0.000
H (1.68, -2.90, -1.36)  0.000
H (2.64, -2.29, 0.00)  0.000
H (4.02, -3.60, -1.61)  0.000
H (3.68, -2.49, -2.93)  0.000
H (4.63, -1.95, -1.51)  0.000
C (2.09, -0.14, -3.08)  0.017
C (3.45, 0.46, -3.45)  0.004
H (1.29, 0.54, -3.40)  0.001
H (1.93, -1.09, -3.61)  0.000
H (3.50, 0.58, -4.54)  0.001
H (3.61, 1.46, -3.03)  0.000
H (4.30, -0.19, -3.16)  0.000
C (2.86, 0.59, -0.31)  0.009
C (4.36, 0.29, -0.22)  0.002
H (2.42, 0.60, 0.70)  0.000
H (2.69, 1.60, -0.72)  0.000
H (4.82, 1.07, 0.41)  0.001
H (4.58, -0.67, 0.26)  0.000
H (4.86, 0.34, -1.19)  0.000
Br (-5.90, 1.31, -1.11)  0.148
P (-1.70, -1.45, -2.37)  -0.002
C (-0.69, -2.40, -3.57)  0.010
C (-1.38, -3.66, -4.08)  0.002
H (0.26, -2.67, -3.08)  0.000
H (-0.42, -1.74, -4.41)  0.000
H (-0.68, -4.22, -4.73)  0.001
H (-1.67, -4.33, -3.26)  0.000
H (-2.27, -3.44, -4.69)  0.000
C (-2.79, -2.61, -1.46)  -0.003
C (-4.08, -3.01, -2.18)  -0.002
H (-3.03, -2.13, -0.50)  0.000
H (-2.20, -3.51, -1.20)  0.000
H (-4.67, -3.66, -1.52)  0.000
H (-4.70, -2.13, -2.42)  0.000
H (-3.90, -3.57, -3.11)  0.000
C (-2.72, -0.23, -3.27)  0.000
C (-3.28, -0.78, -4.59)  -0.001
H (-2.07, 0.63, -3.47)  0.001
H (-3.51, 0.13, -2.60)  0.001
H (-3.87, 0.00, -5.08)  0.000
H (-2.48, -1.07, -5.28)  0.000
H (-3.93, -1.65, -4.44)  0.000
C (1.66, 2.53, 6.34)  0.000
C (0.56, 1.57, 6.78)  0.000
N (0.50, 0.32, 6.00)  0.000
C (0.28, -0.92, 6.81)  0.000
C (-1.15, -1.46, 6.86)  0.000
C (0.12, 0.49, 4.69)  0.000
O (-0.18, 1.63, 4.31)  0.000
C (0.13, -0.60, 3.66)  -0.002
C (0.17, -1.99, 3.84)  0.018
C (0.06, -2.82, 2.70)  -0.001
C (-0.12, -2.27, 1.43)  0.011
N (-0.19, -0.92, 1.27)  -0.002
C (-0.03, -0.10, 2.36)  0.011
H (2.62, 2.02, 6.24)  0.000
H (1.74, 3.30, 7.12)  0.000
H (1.39, 3.02, 5.39)  0.000
H (0.76, 1.28, 7.82)  0.000
H (-0.41, 2.07, 6.71)  0.000
H (1.02, -1.67, 6.48)  0.000
H (0.56, -0.63, 7.83)  0.000
H (-1.61, -1.53, 5.87)  0.000
H (-1.08, -2.46, 7.31)  0.000
H (-1.76, -0.83, 7.52)  0.000
H (0.31, -2.43, 4.83)  0.001
H (0.14, -3.89, 2.80)  0.000
H (-0.19, -2.88, 0.52)  0.000
H (-0.06, 0.98, 2.15)  -0.001

***

Entry from OMol25: a cluster of 2 separate species, H5NOSi in total in a non-equilibrium geometry (ωB97M-V/def2-TZVPD).

Computed properties:
DFT total energy = -422.29485 Ha
F_max = 0.0692 hartree/bohr
ΔE to the lowest compared entry with this formula, charge and spin = 151.47 kcal per mole
lowest unoccupied orbital energy = -1.16 eV
Kohn-Sham gap = 7.79 eV
charge = 0

Last column: natural (NBO) charge in e.
Cartesian coordinates (Å):
N (1.81, -0.81, 1.48)  -0.545
O (0.40, -0.61, 1.25)  -0.600
Si (-1.71, 1.27, -2.36)  0.593
H (1.93, -0.61, 2.51)  0.353
H (2.32, -0.13, 0.84)  0.332
H (-3.00, 1.68, -2.22)  -0.302
H (0.24, -0.75, 0.31)  0.460
H (-1.99, -0.04, -1.81)  -0.292

***

Entry from OMol25: a structure of composition C17H22Cl2N3Pt in a non-equilibrium geometry (ωB97M-V/def2-TZVPD).

Computed properties:
DFT total energy = -1863.86452 Ha
F_max = 0.0216 hartree/bohr
ΔE to the lowest compared entry with this formula, charge and spin = 9.95 kcal per mole
lowest unoccupied orbital energy (spin up / spin down) = -13.34 / -13.34 eV
Kohn-Sham gap (spin up / spin down) = 5.87 / 5.87 eV
charge = +3

Last column: natural (NBO) charge in e.
Cartesian coordinates (Å):
Pt (-0.13, 0.63, 0.78)  0.841
C (2.41, -0.26, 1.68)  -0.425
N (1.00, -0.76, 1.88)  -0.458
C (0.73, -0.86, 3.35)  -0.426
C (0.74, -1.98, 1.13)  0.332
C (0.77, -3.23, 1.68)  -0.272
C (0.51, -4.34, 0.86)  0.033
C (0.15, -4.21, -0.49)  -0.198
C (0.10, -2.97, -1.07)  -0.098
C (0.44, -1.83, -0.28)  0.061
N (0.31, -0.55, -0.68)  -0.247
C (0.21, -0.01, -1.93)  0.042
C (0.57, -0.67, -3.13)  -0.108
C (0.29, -0.06, -4.33)  -0.194
C (-0.33, 1.19, -4.35)  0.012
C (-0.62, 1.90, -3.17)  -0.256
C (-0.34, 1.32, -1.97)  0.315
N (-0.53, 2.03, -0.68)  -0.443
C (0.58, 3.07, -0.56)  -0.425
C (-1.85, 2.75, -0.60)  -0.419
H (3.09, -0.91, 2.25)  0.247
H (2.68, -0.30, 0.63)  0.223
H (2.48, 0.75, 2.07)  0.243
H (1.49, -1.47, 3.83)  0.238
H (0.77, 0.14, 3.76)  0.245
H (-0.26, -1.29, 3.50)  0.230
H (1.02, -3.38, 2.73)  0.272
H (0.57, -5.33, 1.30)  0.276
H (-0.12, -5.09, -1.05)  0.285
H (-0.29, -2.85, -2.07)  0.259
H (1.10, -1.61, -3.10)  0.258
H (0.55, -0.55, -5.26)  0.283
H (-0.56, 1.66, -5.30)  0.275
H (-1.03, 2.90, -3.24)  0.268
H (0.33, 3.91, -1.20)  0.243
H (0.62, 3.41, 0.48)  0.239
H (1.52, 2.63, -0.86)  0.232
H (-1.95, 3.44, -1.43)  0.228
H (-2.65, 2.02, -0.61)  0.237
H (-1.86, 3.31, 0.33)  0.242
Cl (-0.87, 1.96, 2.61)  0.003
C (-2.61, 1.38, 3.14)  -0.327
Cl (-3.84, 2.09, 2.18)  0.130
H (-2.62, 1.72, 4.17)  0.270
H (-2.57, 0.30, 3.03)  0.235

***

Entry from OMol25: a structure of composition C6H7AgO6 in a non-equilibrium geometry (ωB97M-V/def2-TZVPD).

Computed properties:
DFT total energy = -831.14528 Ha
F_max = 0.0671 hartree/bohr
ΔE to the lowest compared entry with this formula, charge and spin = 16.71 kcal per mole
lowest unoccupied orbital energy = -2.77 eV
Kohn-Sham gap = 5.88 eV
charge = 0

Last column: natural (NBO) charge in e.
Cartesian coordinates (Å):
O (-2.95, 0.78, -0.69)  -0.855
C (-1.72, 0.57, -0.54)  0.955
O (-1.35, -0.60, -1.11)  -0.569
O (-1.00, 1.19, 0.25)  -0.731
Ag (-3.94, -0.03, 1.50)  0.921
C (-0.32, -1.54, -1.04)  -0.026
C (0.62, -1.58, 0.16)  -0.500
C (1.94, -2.19, -0.20)  -0.199
C (3.14, -1.63, -0.09)  0.067
O (3.31, -0.39, 0.52)  -0.514
C (3.52, 0.72, -0.20)  0.980
O (3.95, 1.72, 0.32)  -0.580
O (3.26, 0.65, -1.49)  -0.670
H (0.26, -1.39, -1.96)  0.167
H (-0.81, -2.51, -1.17)  0.176
H (0.16, -2.19, 0.94)  0.209
H (0.78, -0.57, 0.56)  0.267
H (1.93, -3.23, -0.57)  0.212
H (4.07, -2.11, -0.40)  0.198
H (2.85, -0.20, -1.75)  0.495